Entry 1:
108
Properties=species:S:1:pos:R:3:forces:R:3 method="wB97M-V/def2-TZVPD" homo_energy_ev=-11.189 lumo_energy_ev=0.07 total_energy_ev=-51762.6286 orbital_gap_ha=0.4136 max_force_ev_per_a=1.50 de_lowest_kcal_mol=32.1 charge=0 smiles=CCCC#N.CCCC#N.CCCC#N.CCCC#N.CCCC#N.CCCC#N.CCCC#N.CCCC#N.CCCC#N
C -2.49117 -0.86915 -3.22525 0.786 -0.479 0.961
C -1.87125 0.35788 -3.88974 -0.275 0.111 -0.056
C -1.83582 0.14861 -5.41360 0.832 1.126 -0.161
C -3.10734 -0.21246 -5.99709 0.132 -0.076 0.007
N -4.11209 -0.46546 -6.47958 -0.573 -0.181 -0.187
H -3.57923 -0.90556 -3.22678 -0.029 0.154 -0.542
H -2.23201 -1.00589 -2.16986 0.150 0.459 -0.052
H -2.07596 -1.77462 -3.67511 -0.286 -0.027 -0.221
H -0.86009 0.63020 -3.57846 0.141 -0.731 0.146
H -2.40916 1.26249 -3.59424 -0.411 -0.069 -0.441
H -1.05264 -0.54731 -5.72496 -0.276 -0.429 0.326
H -1.50663 1.05988 -5.93004 -0.212 0.118 0.197
C -0.36131 2.33202 -1.09497 0.361 0.074 1.169
C -0.42245 1.74442 0.32669 0.189 -0.505 -0.393
C -0.86731 0.26851 0.30987 -0.229 0.337 0.956
C -0.06448 -0.62053 -0.50837 0.050 -0.055 0.322
N 0.54676 -1.38766 -1.10299 0.388 0.098 -0.295
H -0.18193 3.40420 -1.00854 -0.382 0.100 -0.325
H -1.29077 2.07378 -1.59716 0.009 0.392 -0.259
H 0.48868 1.93112 -1.64925 -0.093 -0.240 -0.067
H -1.07006 2.29121 1.01216 -0.390 0.023 -0.351
H 0.53147 1.79545 0.85890 0.204 -0.029 -0.318
H -1.90482 0.07962 0.01998 0.007 0.401 -0.099
H -0.80563 -0.05241 1.35516 0.037 -0.385 -0.135
C 0.77349 -5.00219 -4.39141 -0.648 0.019 0.072
C 0.15047 -3.79992 -3.65855 0.447 -0.929 -0.311
C -0.17456 -4.12588 -2.20562 -0.179 0.459 0.598
C -0.94547 -5.33817 -1.95042 0.249 0.469 -0.280
N -1.53520 -6.27070 -1.64965 -0.463 -0.569 0.056
H 0.98626 -4.74704 -5.42862 0.263 -0.008 0.047
H 0.02849 -5.80212 -4.42201 0.059 -0.048 -0.020
H 1.64728 -5.42218 -3.89518 0.169 0.236 -0.039
H -0.75239 -3.54608 -4.21492 -0.100 0.197 0.181
H 0.82651 -2.94732 -3.67934 -0.075 0.115 0.099
H -0.72614 -3.30672 -1.73794 -0.059 -0.025 -0.113
H 0.70919 -4.20931 -1.56670 0.230 0.019 -0.327
C 2.69629 5.33697 -4.02638 0.597 0.293 -0.279
C 2.38617 5.21315 -2.53772 -0.657 -0.203 -1.149
C 3.49875 4.64084 -1.66258 -0.219 0.912 0.651
C 4.78447 5.32769 -1.85535 0.014 -0.348 -0.211
N 5.78669 5.86562 -2.01265 -0.107 0.007 0.028
H 2.98973 4.40678 -4.51647 -0.095 -0.131 0.190
H 3.51982 6.03880 -4.18704 0.016 -0.052 0.031
H 1.84614 5.74883 -4.57071 -0.097 -0.102 0.092
H 1.50020 4.57599 -2.47367 0.081 -0.073 0.404
H 2.05826 6.20755 -2.23218 0.257 -0.051 0.464
H 3.59980 3.56057 -1.73684 0.161 0.001 -0.286
H 3.22239 4.86149 -0.62645 0.023 -0.263 0.074
C 4.18267 -1.64895 1.00619 0.431 0.407 -0.750
C 4.44782 -0.29971 0.28388 -0.425 -1.168 0.651
C 3.25591 0.64904 0.49348 1.002 0.191 -0.531
C 3.24300 1.10183 1.87528 -0.482 0.134 -0.024
N 3.23075 1.48670 2.95497 0.064 0.019 0.276
H 4.21076 -1.52980 2.08751 0.002 -0.026 0.046
H 4.97653 -2.32468 0.68522 -0.071 -0.217 0.307
H 3.22788 -2.08585 0.71360 -0.059 0.045 -0.016
H 4.62889 -0.48988 -0.77318 -0.209 0.130 -0.071
H 5.37535 0.08483 0.70653 -0.084 0.427 -0.101
H 2.32256 0.16431 0.20905 0.007 -0.019 0.149
H 3.39211 1.52712 -0.14503 -0.188 0.057 0.082
C 0.40650 6.26909 0.79561 0.733 0.803 -0.524
C 0.97084 7.04561 1.98342 0.331 -0.226 0.856
C 0.08140 8.18946 2.45329 -0.902 0.825 -0.531
C -1.29644 7.89278 2.87840 0.325 -0.787 0.221
N -2.37708 7.64328 3.17552 -0.004 0.083 -0.012
H 0.80639 6.75685 -0.10034 -0.272 -0.013 -0.117
H -0.67644 6.35347 0.73468 -0.059 -0.446 0.133
H 0.77967 5.24915 0.72555 -0.337 -0.152 0.312
H 1.93476 7.50157 1.74581 -0.080 0.037 -0.290
H 1.23756 6.41663 2.83719 -0.432 -0.216 -0.040
H -0.13753 8.85086 1.60274 0.544 0.137 0.017
H 0.53320 8.80312 3.23177 0.169 -0.084 -0.032
C -1.15184 -3.24214 3.09264 -0.508 0.902 -0.685
C -0.44022 -4.05561 2.02201 0.421 1.041 0.084
C -1.05861 -5.37663 1.62132 0.003 -0.734 0.812
C -1.30863 -6.28495 2.76383 0.160 0.307 -0.220
N -1.58844 -6.98011 3.63231 0.069 -0.083 0.164
H -2.10899 -2.84146 2.73560 -0.225 -0.652 -0.024
H -0.63337 -2.28345 3.19398 0.404 -0.342 0.560
H -1.30911 -3.75693 4.03745 0.185 0.031 0.076
H 0.60865 -4.15049 2.32134 -0.085 -0.566 0.125
H -0.35948 -3.41767 1.13676 -0.255 -0.169 -0.126
H -0.37755 -5.89159 0.94540 -0.315 -0.096 -0.249
H -2.05690 -5.28772 1.18963 0.229 0.328 -0.462
C 2.86360 -1.29848 5.31761 -0.039 0.127 0.570
C 1.60961 -1.54458 6.14454 -0.827 0.514 -0.211
C 0.75563 -0.25710 6.17523 -0.590 -0.240 -0.718
C 0.17816 0.02846 4.85030 0.530 0.192 0.106
N -0.23998 0.24076 3.80385 -0.149 -0.004 -0.196
H 3.53339 -2.15096 5.41556 0.149 0.095 -0.288
H 3.36591 -0.38157 5.63357 0.185 -0.152 0.137
H 2.57813 -1.11200 4.28226 0.090 -0.280 -0.093
H 1.72143 -1.81408 7.19479 0.626 -0.168 -0.114
H 1.04708 -2.34540 5.65975 -0.158 -0.019 0.200
H 1.38230 0.58367 6.46919 -0.127 0.109 0.080
H -0.12710 -0.31462 6.81613 0.308 -0.123 0.372
C -6.03754 -2.92665 0.93989 -0.239 -0.143 0.312
C -5.87384 -3.12805 -0.55581 0.152 0.561 -0.241
C -4.51194 -3.71142 -0.94585 -0.256 -1.387 0.508
C -3.39453 -3.00113 -0.36771 0.201 0.104 -0.172
N -2.45942 -2.47838 0.03792 0.155 0.305 0.215
H -6.01088 -3.90428 1.43092 0.459 0.106 0.127
H -7.02957 -2.55896 1.20835 0.013 0.249 -0.323
H -5.30830 -2.23724 1.36528 0.102 -0.187 0.083
H -5.91709 -2.18886 -1.11491 -0.599 0.034 0.188
H -6.69356 -3.78882 -0.83567 0.230 0.011 -0.615
H -4.31138 -3.82151 -2.01316 -0.333 0.228 -0.059
H -4.43404 -4.73182 -0.54385 0.029 0.044 -0.085

---

Entry 2:
39
Properties=species:S:1:pos:R:3:forces:R:3 method="wB97M-V/def2-TZVPD" s_squared=4.146 homo_energy_ev="-6.254 / -6.353" lumo_energy_ev="-0.16 / 0.99" total_energy_ev=-159318.4557 orbital_gap_ha="0.2241 / 0.2699" max_force_ev_per_a=1.51 multiplicity=4 charge=-1
Mn -0.13586 -1.44265 0.67145 1.097 -0.601 0.231
S 2.36791 -2.20692 4.41584 -0.324 0.074 -0.179
C 1.46954 -1.85165 3.09028 0.510 -0.263 0.542
S -0.20277 -2.26055 2.93263 0.097 0.251 -0.367
S 2.07214 -1.10617 1.66923 -0.662 -0.017 -0.364
Cl -3.95603 -1.06460 0.95848 -0.109 0.050 0.067
C -3.15978 -2.55905 0.63879 0.189 0.217 -0.110
C -1.79112 -2.57772 0.40910 -0.165 -0.756 0.131
C -1.23362 -3.81515 0.13554 -0.385 0.364 0.036
Cl 0.48953 -3.71652 -0.07099 0.364 -0.378 -0.076
C -1.92749 -5.00664 0.09053 -0.012 -0.085 -0.081
Cl -1.11530 -6.48303 -0.23822 0.025 -0.013 -0.005
C -3.30014 -4.95945 0.32540 0.071 0.097 0.009
Cl -4.22108 -6.40671 0.27885 -0.033 -0.059 -0.005
C -3.91446 -3.73577 0.59624 0.071 0.016 -0.047
Cl -5.60801 -3.68443 0.87878 -0.065 -0.018 0.003
N -1.01378 0.08765 1.07052 -0.625 1.358 0.227
C -1.52474 1.13179 1.01741 -0.003 -0.226 0.184
C -2.11261 2.35946 0.95775 -0.053 0.136 -0.053
C -2.80548 2.88489 2.07641 -0.044 -0.024 0.188
N -3.36588 3.31614 2.98640 -0.003 -0.013 -0.034
C -2.01990 3.11381 -0.24021 0.017 0.071 -0.124
N -1.95401 3.74068 -1.20491 0.018 -0.029 0.012
O 0.53019 -0.29128 -3.15351 0.036 -0.075 0.043
C 0.78179 -0.05011 -1.99200 -0.057 0.109 -0.210
O 0.37536 -0.79801 -1.00512 0.114 0.095 -0.083
C 1.62969 1.16961 -1.66725 -0.070 -0.133 0.047
C 1.65022 1.78347 -0.42069 0.027 -0.071 -0.123
C 2.45194 2.88905 -0.19716 0.162 0.213 0.067
C 3.23665 3.37327 -1.23074 -0.413 -0.437 -0.060
C 3.21868 2.78502 -2.48723 0.134 0.197 0.012
C 2.40613 1.68934 -2.69976 -0.023 -0.038 0.007
N 4.09453 4.53333 -0.99480 0.384 0.260 0.056
O 4.74594 4.96062 -1.93328 -0.143 -0.067 0.101
O 4.13134 5.00147 0.12806 -0.083 -0.066 -0.137
H 1.04108 1.41019 0.38375 -0.028 -0.128 0.104
H 2.48257 3.37339 0.76758 -0.023 0.003 -0.005
H 3.83499 3.19622 -3.27265 -0.010 -0.014 -0.014
H 2.35184 1.21698 -3.67050 0.016 0.000 0.013

---

- The highest charge belongs to which entry?
  C36H63N9